[1]
Formula: C4H7NO2P
Source: the OMol25 dataset
Level of theory: the ωB97M-V functional and the def2-TZVPD basis

Geometry as XYZ:
```
15
Properties=species:S:1:pos:R:3:forces:R:3:mulliken_charge:R:1
C 2.1639 0.4183 -0.3438 -1.6 0.8 2.2 -1.151
C 0.7338 0.7544 -0.7029 3.7 2.0 -4.5 0.157
C -0.3173 0.3408 1.4001 -2.1 -1.3 -0.5 0.644
C -0.3609 0.7299 -0.0459 -0.9 -0.3 2.0 -0.655
N -2.3048 -0.8755 -0.8219 -1.1 -0.4 -1.1 -0.644
O -1.0352 -0.6796 1.7994 -1.0 -1.5 -1.7 -0.559
O 0.2321 0.9901 2.2298 2.0 2.1 1.5 -0.620
P -1.9955 -1.7877 0.4487 0.1 0.1 0.6 0.054
H 2.3190 0.4766 0.7346 -0.4 -1.0 0.4 0.316
H 2.3983 -0.5457 -0.7477 0.9 -0.2 -0.4 0.297
H 0.8394 1.2439 -1.7862 -1.2 -1.3 1.9 0.173
H -1.3284 0.8344 -0.4797 -0.3 0.5 -0.2 0.517
H -3.2939 -0.8668 -1.0848 0.2 0.2 0.7 0.155
H -0.7834 -2.3302 -0.0615 0.6 0.1 0.6 -0.041
H 2.7329 1.2970 -0.5383 1.1 0.2 -1.5 0.359
```
Forces are in eV/Å.

Properties
* charge: -1
* LUMO level: 0.1491 hartree
* multiplicity: 1


[2]
Formula: C5H7F3OS
Source: the OMol25 dataset
Level of theory: the ωB97M-V functional and the def2-TZVPD basis

Geometry as XYZ:
```
17
Properties=species:S:1:pos:R:3:forces:R:3:mulliken_charge:R:1
C -2.1130 0.0919 0.3070 1.9 -2.5 -0.5 -1.050
C -0.7439 0.7495 0.1802 0.3 1.8 -3.0 -0.609
C 0.5085 -0.1263 0.0672 2.3 -0.8 0.2 0.556
S 0.6848 -1.3358 1.4696 -0.1 0.6 -0.3 -0.205
C 0.4081 -0.9219 -1.2546 -0.8 -0.2 1.2 -0.268
O -0.1760 -1.9735 -1.3256 0.4 0.1 -0.1 -0.457
C 1.9688 0.7545 0.1295 -1.8 -3.5 2.4 0.553
F 2.0749 1.6183 -0.7793 0.0 2.3 -3.0 -0.238
F 2.0499 1.3722 1.2996 -0.5 0.6 1.0 -0.257
F 3.0760 -0.0279 0.1138 -0.6 -0.4 -0.7 -0.255
H -1.9828 -0.7411 -0.4662 -1.2 0.5 1.5 0.251
H -2.9408 0.6874 0.0240 -0.5 0.9 -0.4 0.389
H -2.2677 -0.2511 1.3604 0.1 -0.2 -1.1 0.262
H -0.7112 1.4523 -0.7805 -0.2 -1.2 1.9 0.295
H -0.5679 1.3521 1.0036 0.3 1.6 1.6 0.442
H 0.0098 -2.2730 0.8027 -0.1 -0.2 0.0 0.183
H 0.7224 -0.4276 -2.1513 0.6 0.6 -0.8 0.408
```
Forces are in eV/Å.

Properties
* LUMO level: 0.0164 hartree
* structure (SMILES): CC[C@@](S)(C=O)C(F)(F)F
* multiplicity: 1


[3]
Formula: C32H44N4P2SiV
Source: the OMol25 dataset
Level of theory: the ωB97M-V functional and the def2-TZVPD basis

Geometry as XYZ:
```
84
Properties=species:S:1:pos:R:3:forces:R:3:mulliken_spin:R:1
V -0.0250 -0.1134 -0.3119 0.6 -0.4 0.7 2.443
C -1.2723 1.6787 -0.3890 -1.5 -0.6 -1.1 0.130
C -1.6562 0.7360 -1.3926 -0.3 1.2 1.3 0.005
C -1.0839 0.6822 -2.7839 -0.7 0.2 -0.8 0.061
C 0.2310 -0.1092 -3.0135 0.0 -0.1 -0.8 -0.053
C 1.2763 -0.0300 -1.9568 1.0 -0.3 1.2 -0.028
C 1.5298 1.1035 -1.1209 0.1 -0.7 -0.2 -0.165
C 0.9640 2.4592 -1.3943 0.3 0.9 -0.1 0.068
C -0.3257 2.8071 -0.6115 0.5 0.5 0.2 0.032
C 1.5116 -1.4107 1.1362 0.5 -0.3 0.6 0.123
H -1.9480 1.8273 0.4637 0.3 -0.4 -0.3 -0.005
H -2.5958 0.1875 -1.2448 0.4 0.1 0.1 0.003
H -0.9881 1.6943 -3.2114 0.1 -0.2 0.3 0.002
H -1.8475 0.1949 -3.4193 0.3 0.2 0.2 0.001
H -0.0224 -1.1691 -3.1758 0.1 0.2 0.1 -0.006
H 0.6169 0.2360 -3.9837 0.0 0.0 0.0 -0.020
H 2.0361 -0.8259 -1.9855 -0.3 0.4 -0.1 0.006
H 2.4269 1.1088 -0.4838 -0.3 -0.2 -0.4 -0.015
H 0.8128 2.6297 -2.4733 0.0 -0.2 0.3 -0.003
H 1.7112 3.2059 -1.0785 -0.2 -0.1 -0.2 -0.001
H -0.0391 3.2146 0.3729 -0.1 -0.2 -0.3 -0.016
H -0.8073 3.6479 -1.1397 -0.1 -0.2 0.1 0.007
H 1.4889 -2.3624 1.6872 -0.3 0.1 -0.4 -0.009
H 2.5626 -1.0921 1.1871 -0.3 0.2 -0.3 0.005
H 1.2474 -1.6058 0.0770 0.5 -0.4 -0.2 -0.036
P 1.3054 -1.1270 -8.3911 2.2 -0.2 -1.9 0.000
P -1.7667 -0.6851 -8.0446 -1.9 1.4 -1.1 0.000
N 2.7447 -0.1444 -8.3639 0.4 1.0 0.7 0.000
N 2.0471 -2.3990 -9.4150 -0.7 -0.8 0.2 0.000
N -2.0060 1.0367 -7.8097 0.7 0.5 0.6 0.000
N -3.4388 -1.0166 -8.4871 -0.5 -1.0 -0.2 0.000
C 0.4292 -0.2219 -9.7536 -0.3 0.0 0.0 0.000
C -1.0716 -0.5662 -9.7629 0.2 -0.3 -0.1 0.000
C 3.1851 0.4612 -7.1744 0.6 0.2 -1.1 0.001
C 4.2485 1.3004 -7.4722 -0.7 -0.6 -0.2 0.000
C 4.4741 1.2227 -8.8902 -1.0 -0.7 0.1 0.000
C 3.5299 0.3451 -9.4143 0.4 0.6 1.1 0.000
C 2.2003 -3.7075 -8.9357 0.3 0.1 -1.2 0.000
C 2.7012 -4.5061 -9.9593 -0.4 1.0 0.5 0.000
C 2.8614 -3.6692 -11.1121 -0.4 0.8 0.8 0.000
C 2.4478 -2.3912 -10.7527 0.0 -1.0 0.2 0.000
C -1.7952 1.6300 -6.5574 -0.2 0.6 -0.7 -0.002
C -1.9278 3.0028 -6.6893 0.0 -0.9 -0.2 -0.001
C -2.2160 3.2754 -8.0654 0.1 -1.1 0.0 0.000
C -2.2505 2.0575 -8.7282 0.2 0.6 0.8 0.000
C -4.3429 -0.3118 -9.2943 -0.4 -1.1 0.3 0.000
C -5.4527 -1.1158 -9.5249 1.0 0.1 0.4 0.000
C -5.2211 -2.3707 -8.8656 0.8 0.4 0.2 0.000
C -3.9830 -2.2924 -8.2502 -0.5 0.9 -0.5 0.000
H 0.8677 -0.4851 -10.7255 -0.1 0.2 0.4 0.000
H 0.5910 0.8582 -9.5996 -0.1 -0.4 0.1 0.000
H -1.6123 0.1686 -10.3756 0.0 -0.4 0.2 0.000
H -1.2443 -1.5600 -10.2118 0.1 0.3 0.1 0.000
H 2.6883 0.2207 -6.2459 0.1 0.1 0.0 -0.001
H 4.7957 1.9091 -6.7657 -0.1 -0.1 -0.1 0.000
H 5.2342 1.7524 -9.4524 -0.2 -0.1 0.1 0.000
H 3.3622 0.0322 -10.4282 0.1 0.0 0.1 0.000
H 1.9306 -3.9346 -7.9160 0.0 0.0 -0.1 0.000
H 2.9210 -5.5605 -9.8940 0.0 0.1 0.0 0.000
H 3.2308 -3.9656 -12.0861 -0.1 0.1 0.2 0.000
H 2.4038 -1.4966 -11.3523 0.0 -0.2 0.0 0.000
H -1.5710 0.9993 -5.7047 -0.1 0.2 -0.1 0.004
H -1.8267 3.7286 -5.8961 0.0 -0.1 0.0 0.000
H -2.3768 4.2430 -8.5176 0.0 -0.1 0.0 0.000
H -2.4292 1.8487 -9.7719 0.1 0.1 0.2 0.000
H -4.1338 0.6895 -9.6245 -0.1 0.0 0.1 0.000
H -6.3274 -0.8442 -10.1041 0.2 0.0 0.1 0.000
H -5.8842 -3.2247 -8.8551 0.1 0.1 0.0 0.000
H -3.4191 -3.0057 -7.6659 -0.2 0.0 0.0 0.000
C 1.4711 -0.7544 5.5765 0.2 0.0 -0.1 0.037
Si 0.0183 0.1075 4.7111 0.1 -0.3 0.4 0.006
C -1.5454 -0.7581 5.3012 -0.2 -0.1 -0.2 0.010
C -0.0231 1.8625 5.3584 0.0 0.3 -0.1 0.010
C 0.1784 0.0152 2.8760 0.4 -0.6 -0.5 0.607
C 0.5755 -0.4350 1.7564 -0.8 1.0 0.9 -0.205
H 1.3834 -0.6749 6.6721 -0.1 0.0 -0.3 0.003
H 2.4295 -0.3001 5.2873 -0.2 -0.1 0.1 0.000
H 1.5282 -1.8233 5.3273 -0.1 0.2 0.0 0.002
H -1.5836 -0.7821 6.3996 0.1 0.1 -0.2 0.001
H -2.4466 -0.2395 4.9452 0.2 -0.1 0.1 0.002
H -1.5977 -1.7954 4.9436 0.0 0.2 0.1 -0.001
H 0.8528 2.4266 5.0150 -0.1 -0.1 0.1 -0.002
H -0.9201 2.3944 5.0162 0.2 -0.1 0.0 0.002
H -0.0222 1.8792 6.4582 0.0 -0.1 -0.3 0.000
```
Forces are in eV/Å.

Properties
* ⟨S²⟩: 3.88
* LUMO level (alpha / beta): -0.0010 / -0.0042 hartree
* multiplicity: 4


[4]
Formula: C7H12BNO2
Source: the OMol25 dataset
Level of theory: the ωB97M-V functional and the def2-TZVPD basis

Geometry as XYZ:
```
23
Properties=species:S:1:pos:R:3:forces:R:3:mulliken_charge:R:1
B -2.4769 0.7607 0.3683 0.1 -0.9 -0.4 0.598
C -0.4690 -2.5518 -0.3240 0.4 1.5 -0.5 -1.028
C -1.6895 -1.8920 -0.1216 2.5 0.4 0.3 -0.374
C 0.6126 -1.6780 -0.4863 0.2 -1.6 0.7 0.170
C -1.7142 -0.5740 0.0931 2.3 1.7 -0.8 0.014
C 2.6782 0.1198 -0.7493 0.5 -0.6 -0.5 -1.816
C 1.2052 1.3098 0.9709 -0.1 1.5 -0.2 -1.234
C 1.3293 0.5882 -0.3715 -0.9 4.6 -1.7 0.884
N 0.3569 -0.4276 -0.4741 -3.5 0.7 1.2 -0.314
O -3.8475 0.6562 0.2345 0.4 0.2 0.0 -0.505
O -1.8519 1.9269 0.7616 1.3 -3.7 1.1 -0.560
H -0.3423 -3.5649 -0.4863 -0.1 -1.9 -0.1 0.458
H -2.5093 -2.4976 -0.0104 -2.3 -1.0 0.2 0.519
H 1.6605 -2.0182 -0.4440 -0.6 -0.1 -0.5 0.319
H 3.1045 -0.5466 -0.0313 0.4 -0.5 0.7 0.397
H 3.3892 0.8968 -0.9446 0.2 0.6 0.0 0.409
H 2.5520 -0.4546 -1.6562 0.3 -0.1 -0.5 0.487
H 1.6679 2.3774 1.1185 -0.4 -2.3 -0.5 0.291
H 1.5366 0.5570 1.6241 1.0 -0.5 1.7 0.364
H 0.1554 1.4037 1.2115 -0.1 0.2 -0.2 0.235
H 1.0809 1.4343 -1.1679 0.2 -1.7 1.2 0.140
H -4.2754 1.4799 0.4801 -0.3 0.0 0.1 0.278
H -2.1532 2.6948 0.4049 -1.5 3.4 -1.4 0.266
```
Forces are in eV/Å.

Properties
* LUMO level: 0.0118 hartree
* multiplicity: 1


Q: Which value of multiplicity does entry 2 give?
A: 1


Please write out number 4 again, unchanged.
Formula: C7H12BNO2
Source: the OMol25 dataset
Level of theory: the ωB97M-V functional and the def2-TZVPD basis

Geometry as XYZ:
```
23
Properties=species:S:1:pos:R:3:forces:R:3:mulliken_charge:R:1
B -2.4769 0.7607 0.3683 0.1 -0.9 -0.4 0.598
C -0.4690 -2.5518 -0.3240 0.4 1.5 -0.5 -1.028
C -1.6895 -1.8920 -0.1216 2.5 0.4 0.3 -0.374
C 0.6126 -1.6780 -0.4863 0.2 -1.6 0.7 0.170
C -1.7142 -0.5740 0.0931 2.3 1.7 -0.8 0.014
C 2.6782 0.1198 -0.7493 0.5 -0.6 -0.5 -1.816
C 1.2052 1.3098 0.9709 -0.1 1.5 -0.2 -1.234
C 1.3293 0.5882 -0.3715 -0.9 4.6 -1.7 0.884
N 0.3569 -0.4276 -0.4741 -3.5 0.7 1.2 -0.314
O -3.8475 0.6562 0.2345 0.4 0.2 0.0 -0.505
O -1.8519 1.9269 0.7616 1.3 -3.7 1.1 -0.560
H -0.3423 -3.5649 -0.4863 -0.1 -1.9 -0.1 0.458
H -2.5093 -2.4976 -0.0104 -2.3 -1.0 0.2 0.519
H 1.6605 -2.0182 -0.4440 -0.6 -0.1 -0.5 0.319
H 3.1045 -0.5466 -0.0313 0.4 -0.5 0.7 0.397
H 3.3892 0.8968 -0.9446 0.2 0.6 0.0 0.409
H 2.5520 -0.4546 -1.6562 0.3 -0.1 -0.5 0.487
H 1.6679 2.3774 1.1185 -0.4 -2.3 -0.5 0.291
H 1.5366 0.5570 1.6241 1.0 -0.5 1.7 0.364
H 0.1554 1.4037 1.2115 -0.1 0.2 -0.2 0.235
H 1.0809 1.4343 -1.1679 0.2 -1.7 1.2 0.140
H -4.2754 1.4799 0.4801 -0.3 0.0 0.1 0.278
H -2.1532 2.6948 0.4049 -1.5 3.4 -1.4 0.266
```
Forces are in eV/Å.

Properties
* LUMO level: 0.0118 hartree
* multiplicity: 1


Q: Which of these has the highest multiplicity?
A: C32H44N4P2SiV


Q: What is the formula in the fourth record?
A: C7H12BNO2